# 1
{"formula": "C5H9N", "method": "ωB97M-V/def2-TZVPD", "e_lumo_ev": 0.90, "total_charge": 0, "e_homo_ev": -11.47, "homo_lumo_gap_ev": 12.4, "de_lowest_kj_mol": 22.1, "elements": ["N", "C", "C", "C", "C", "C", "H", "H", "H", "H", "H", "H", "H", "H", "H"], "coordinates": [[3.559478, -1.334645, 0.023283], [2.732298, -0.552698, -0.183158], [0.277660, -0.297237, -0.232107], [-0.916701, 0.626876, -0.000120], [-2.059480, -0.243394, 0.511581], [1.637540, 0.397519, -0.411209], [0.305557, -0.958211, 0.645823], [-2.495013, -0.800836, -0.324365], [1.751226, 0.824399, -1.414958], [-0.642753, 1.404848, 0.726625], [1.752701, 1.225663, 0.298927], [-1.256705, 1.142933, -0.905951], [-2.850459, 0.340458, 0.988948], [0.092582, -0.956305, -1.088752], [-1.660674, -0.980420, 1.220522]], "forces_ev_per_angstrom": [[-0.78, 0.77, -0.23], [0.72, -0.65, 0.15], [-0.01, -0.06, -0.01], [0.02, -0.01, -0.01], [-0.14, -0.02, 0.01], [-0.01, 0.05, -0.01], [0.35, 0.16, -0.21], [-0.03, 0.02, 0.16], [-0.07, -0.08, 0.16], [-0.09, -0.20, -0.05], [-0.04, -0.17, -0.06], [0.31, -0.01, 0.04], [0.06, -0.12, -0.05], [0.02, 0.09, 0.09], [-0.32, 0.21, 0.02]], "nbo_charge": [-0.332, 0.291, -0.381, -0.398, -0.600, -0.509, 0.209, 0.206, 0.246, 0.196, 0.243, 0.203, 0.214, 0.211, 0.201]}

# 2
{"formula": "C5H9N", "method": "ωB97M-V/def2-TZVPD", "e_lumo_ev": [-0.06, -0.06], "total_charge": 0, "e_homo_ev": [-8.18, -8.18], "homo_lumo_gap_ev": [8.1, 8.1], "de_lowest_kj_mol": 588.8, "elements": ["N", "C", "C", "C", "C", "C", "H", "H", "H", "H", "H", "H", "H", "H", "H"], "coordinates": [[0.134082, 0.335691, -1.274455], [0.342933, -1.005734, -1.257636], [0.542266, 1.671837, 1.215780], [0.288227, -0.541392, 1.155989], [-0.975283, -0.551563, -1.678084], [-0.145306, 0.714995, 0.499036], [1.600437, 1.554109, 1.427171], [1.347170, -0.605838, 1.407197], [-1.802772, -0.690865, -0.972244], [1.161067, -1.551173, -1.719398], [0.080013, 2.603534, 1.534149], [-0.359775, -0.961205, 1.925635], [-1.276556, -0.503448, -2.723798], [0.283447, -1.345768, 0.021088], [-1.219950, 0.876817, 0.439571]], "forces_ev_per_angstrom": [[0.10, -0.01, -0.02], [0.14, 0.04, 0.01], [0.03, 0.05, -0.04], [0.04, 0.04, 0.10], [-0.26, -0.02, -0.08], [-0.10, 0.02, 0.23], [-0.14, -0.01, -0.02], [-0.16, 0.01, -0.05], [0.15, 0.03, -0.08], [-0.11, 0.07, 0.08], [0.07, -0.13, -0.07], [0.10, 0.03, -0.13], [0.03, -0.05, 0.15], [-0.02, -0.05, -0.06], [0.12, -0.02, -0.01]], "nbo_charge": [-0.394, -0.160, -0.309, -0.441, -0.287, -0.210, 0.189, 0.219, 0.169, 0.218, 0.198, 0.225, 0.195, 0.172, 0.217]}

# 3
{"formula": "C5H9N", "method": "ωB97M-V/def2-TZVPD", "e_lumo_ev": 0.54, "total_charge": 0, "e_homo_ev": -6.94, "homo_lumo_gap_ev": 7.5, "de_lowest_kj_mol": 455.6, "elements": ["N", "C", "C", "C", "C", "C", "H", "H", "H", "H", "H", "H", "H", "H", "H"], "coordinates": [[-1.213599, 1.452123, -0.325019], [1.468515, 0.004561, -0.156248], [2.748812, -0.209023, 0.198095], [-1.767546, -0.813825, 0.384864], [0.405283, -0.304971, -0.918159], [-0.720129, 0.160434, -0.085154], [0.553966, 0.451131, 0.766359], [-2.314222, -1.197166, -0.485803], [-2.495343, -0.348001, 1.052876], [-1.306791, -1.658619, 0.895142], [-0.540604, 2.075653, -0.751637], [0.353363, -0.846413, -1.859559], [-1.682396, 1.884351, 0.461362], [3.333142, 0.552230, 0.697010], [3.177549, -1.202465, 0.125870]], "forces_ev_per_angstrom": [[0.10, -0.05, 0.10], [0.27, -0.09, -0.19], [-0.25, 0.03, 0.09], [0.01, 0.03, 0.03], [-0.18, 0.01, -0.01], [0.40, -0.05, 0.06], [-0.37, 0.12, 0.01], [0.06, 0.05, 0.03], [0.05, 0.01, -0.04], [-0.01, 0.05, -0.03], [-0.01, -0.07, 0.03], [0.01, 0.02, 0.04], [0.04, -0.07, -0.05], [-0.06, -0.01, -0.01], [-0.05, 0.05, -0.06]], "nbo_charge": [-0.791, -0.054, -0.577, -0.662, -0.325, 0.188, 0.158, 0.232, 0.215, 0.229, 0.385, 0.209, 0.370, 0.208, 0.213]}

# 4
{"formula": "C5H9N", "method": "ωB97M-V/def2-TZVPD", "e_lumo_ev": 0.91, "total_charge": 0, "e_homo_ev": -7.33, "homo_lumo_gap_ev": 8.2, "de_lowest_kj_mol": 179.6, "elements": ["N", "C", "C", "C", "C", "C", "H", "H", "H", "H", "H", "H", "H", "H", "H"], "coordinates": [[1.326273, -0.889407, 1.851548], [-1.239885, -0.757830, 0.361132], [-0.618073, 1.673423, -1.771837], [1.195917, -0.382312, 0.571681], [0.212324, 0.783272, -1.211001], [0.009890, -0.023983, -0.008585], [-2.049719, -0.083319, 0.677075], [-1.145251, -1.525947, 1.144721], [2.290354, -0.896790, 2.127307], [1.237529, 0.757315, -1.597290], [0.665184, -0.696513, 2.580555], [-1.638063, 1.838279, -1.380914], [2.100219, -0.308692, -0.018946], [-0.682618, 1.841731, -2.847755], [-1.664075, -1.329233, -0.477686]], "forces_ev_per_angstrom": [[1.00, -0.50, -0.88], [-1.47, 0.47, 0.40], [-2.17, -1.14, -0.53], [-1.70, 0.44, 0.41], [-0.07, 0.46, -0.02], [1.98, -0.96, -0.14], [0.07, -0.16, 0.02], [0.47, 0.52, -0.06], [-0.05, -0.22, 0.53], [-0.26, -0.39, -0.25], [-0.14, 0.19, -0.19], [0.56, -0.28, 0.30], [0.28, 0.41, 0.38], [1.20, 0.78, 0.22], [0.32, 0.39, -0.19]], "nbo_charge": [-0.813, -0.641, -0.469, 0.069, -0.157, -0.171, 0.210, 0.216, 0.382, 0.187, 0.393, 0.178, 0.187, 0.203, 0.224]}